[1]
Density functional theory data (ωB97M-V/def2-TZVPD) for 2 unconnected molecules or ions with the total composition C6H9OP at a distorted geometry.

The value obtained for the total energy is -17701.0401 eV. The calculation puts the highest occupied orbital energy at -0.295 Ha. The value obtained for the HOMO-LUMO gap is 8.142 eV.

```
17
C6H9OP | the OMol25 dataset | ωB97M-V/def2-TZVPD
C 1.0766 0.3756 -1.1914
C -0.0537 0.3751 -0.2352
C 1.1076 1.5400 -1.8754
C 0.0089 2.3806 -1.4965
C -0.6956 1.7282 -0.5714
C -0.9357 -1.3924 2.1822
O 0.4668 -2.7431 0.1697
P -0.9019 -1.8711 0.3658
H 1.6604 -0.4630 -1.1465
H 0.3336 0.3366 0.7487
H 1.9183 1.7231 -2.5535
H -0.2911 3.3748 -1.6903
H -1.4631 2.0816 0.0593
H -1.1052 -0.4012 2.2482
H -1.7092 -2.0078 2.7243
H 0.0350 -1.5347 2.6036
H 0.5482 -3.5023 -0.3416
```

[2]
Density functional theory data (ωB97M-V/def2-TZVPD) for C6H9P in the gas phase at a distorted geometry.

The value obtained for the total energy is -15652.7655 eV. Its SMILES is [H]/P=C(/C=C)CC=C. The calculation puts the highest occupied orbital energy at -0.318 Ha. The value obtained for the HOMO-LUMO gap is 8.500 eV.

```
16
C6H9P | the OMol25 dataset | ωB97M-V/def2-TZVPD
H 2.5198 0.2811 -0.5121
P 1.6935 0.3319 -1.7246
C 0.3782 0.6048 -0.7216
C -0.9019 1.0894 -1.2882
C -1.8603 1.7519 -0.6680
C 0.4949 0.2157 0.8635
C -0.0848 -1.2045 0.9200
C 0.5897 -2.3296 1.0759
H -0.9005 0.7760 -2.2341
H -2.5391 2.1507 -1.3035
H -1.7567 2.1417 0.2946
H -0.1228 0.7993 1.4013
H 1.6109 0.3610 1.0470
H -1.1668 -1.3327 0.8542
H 0.3162 -3.3507 1.0049
H 1.7298 -2.2859 0.9907
```

[3]
Density functional theory data (ωB97M-V/def2-TZVPD) for C6H9P in the gas phase at a distorted geometry.

The value obtained for the total energy is -15654.5518 eV. Its SMILES is CC1=P[C@H](C)C=C1. The calculation puts the highest occupied orbital energy at -0.299 Ha. The value obtained for the HOMO-LUMO gap is 8.348 eV.

```
16
C6H9P | the OMol25 dataset | ωB97M-V/def2-TZVPD
C -2.6930 -0.2653 0.1656
C -1.2709 -0.1890 -0.1081
P -0.2462 -1.5197 -0.2073
C 1.2243 -0.3286 -0.4852
C 2.4327 -0.5733 0.4095
C 0.6734 1.0759 -0.3898
C -0.6349 1.1110 -0.0920
H -2.9806 -1.1440 -0.4150
H -3.3844 0.5756 -0.1691
H -2.9631 -0.4427 1.3571
H 1.4141 -0.4033 -1.5535
H 2.2723 -0.0163 1.3922
H 3.2449 -0.0607 -0.2419
H 2.7493 -1.6626 0.6594
H 1.3953 1.8151 -0.4297
H -1.2333 2.0281 0.1078
```

[4]
Density functional theory data (ωB97M-V/def2-TZVPD) for 22 unconnected molecules or ions with the total composition C70H139N13O29 at a distorted geometry.

The value obtained for the total energy is -153597.1806 eV. The calculation puts the highest occupied orbital energy at -0.309 Ha. The value obtained for the HOMO-LUMO gap is 7.319 eV.

```
251
C70H139N13O29 | the OMol25 dataset | ωB97M-V/def2-TZVPD
O 30.1912 15.6359 8.9877
C 30.5445 16.4930 9.7691
N 31.1584 17.5211 9.3305
C 30.4087 16.3650 11.2778
H 31.5072 18.1725 10.0191
H 31.3300 17.5847 8.3372
H 31.1638 16.9941 11.7490
H 30.4427 15.3363 11.6367
H 29.4116 16.7962 11.3674
O 26.8013 27.5833 11.9175
C 27.5407 26.6198 12.1298
N 28.8886 26.7163 12.0013
C 27.0828 25.2103 12.5757
H 29.3507 27.5768 11.7443
H 29.4535 25.9104 12.2282
H 26.9147 24.5125 11.7554
H 26.1587 25.2567 13.1518
H 27.8528 24.8572 13.2617
O 32.8252 27.8359 8.0821
C 31.9199 27.8186 8.9038
N 31.2525 28.9455 9.0906
C 31.5539 26.5241 9.7086
H 31.5442 29.6428 8.4207
H 30.5984 29.0421 9.8541
H 30.5105 26.5662 10.0212
H 32.1862 26.5425 10.5963
H 31.7551 25.5501 9.2625
O 21.0020 20.3878 10.5338
C 21.1662 19.9559 11.6128
N 20.2433 19.2894 12.2122
C 22.4798 20.1807 12.3011
H 20.3817 18.9996 13.1697
H 19.5065 19.0577 11.5614
H 22.4757 20.9126 13.1089
H 23.2087 20.6727 11.6572
H 22.9979 19.2965 12.6723
O 32.6007 23.6650 4.3144
C 31.8102 23.1506 5.0916
N 32.0447 23.0195 6.3924
C 30.4372 22.6356 4.5870
H 31.3665 22.7733 7.0992
H 32.9651 23.2912 6.7070
H 30.2258 21.7580 5.1979
H 30.4425 22.3733 3.5291
H 29.6946 23.4264 4.6931
O 30.6830 24.9200 13.0354
C 31.0622 23.8151 12.6270
N 32.0497 23.1564 13.2091
C 30.3294 23.1765 11.4472
H 32.5176 23.5722 14.0018
H 32.3778 22.2779 12.8341
H 29.5556 23.8131 11.0183
H 29.9277 22.2795 11.9185
H 31.0782 22.7941 10.7535
O 25.9062 21.4889 1.8399
C 26.8755 20.8101 2.1271
N 26.8291 19.5119 2.0692
C 28.1499 21.5215 2.5587
H 26.0333 18.9812 1.7450
H 27.5511 18.9457 2.4914
H 28.1941 22.5327 2.1541
H 29.0248 21.0017 2.1684
H 28.2149 21.5367 3.6467
O 24.7178 15.9210 14.1881
C 25.2960 17.0157 14.2812
N 24.6856 18.1282 14.4946
C 26.8590 17.0382 14.2151
H 25.1651 19.0062 14.6332
H 23.6878 18.0366 14.6213
H 27.3914 17.9602 14.4482
H 26.9091 16.7572 13.1632
H 27.3842 16.2767 14.7917
O 27.3376 14.5370 2.0401
C 26.3198 15.0221 1.7790
N 25.9876 16.1352 2.4089
C 25.3924 14.3916 0.7185
H 26.6036 16.3263 3.1862
H 25.5294 16.8469 1.8579
H 26.0440 13.7860 0.0886
H 24.9033 15.1170 0.0683
H 24.6979 13.6788 1.1630
O 25.7931 20.7570 14.4218
C 25.6490 21.4583 13.3936
N 24.8603 22.4864 13.4863
C 26.3285 21.1030 12.0697
H 24.4927 22.7378 14.3929
H 24.5824 23.1569 12.7840
H 27.2591 21.6560 11.9418
H 25.7146 21.2565 11.1822
H 26.4931 20.0290 12.1564
O 32.3673 19.6072 6.1769
C 32.8207 19.8374 7.2934
N 32.0173 20.4207 8.1700
C 34.2192 19.4212 7.7194
H 31.1178 20.7808 7.8849
H 32.3906 20.7118 9.0622
H 34.2826 19.6247 8.7883
H 34.9341 20.0423 7.1797
H 34.3684 18.3752 7.4515
C 27.4230 24.7445 8.6572
C 27.5377 26.2447 8.3327
N 27.9321 26.4710 6.9283
C 29.3285 26.1948 6.6263
C 29.7158 26.3920 5.1655
C 27.4712 27.8444 6.5823
C 28.2687 28.9765 7.2353
H 27.0864 24.1014 7.8440
H 26.9807 24.4610 9.6122
H 28.4682 24.4582 8.7736
H 26.5410 26.5784 8.6214
H 28.2933 26.6678 8.9947
H 29.4944 25.1367 6.8288
H 29.9598 26.6828 7.3688
H 29.6637 27.4258 4.8243
H 28.9871 25.8706 4.5449
H 30.7061 26.0017 4.9306
H 27.5395 27.8886 5.4953
H 26.4204 27.8448 6.8718
H 27.6837 29.8950 7.1882
H 28.4154 28.8653 8.3096
H 29.2871 29.1088 6.8700
C 34.9113 25.3060 12.2242
C 36.1159 25.1607 11.3291
N 36.4076 23.7728 10.9112
C 35.2862 23.0472 10.2782
C 35.0192 23.6716 8.8803
C 37.6470 23.8819 10.0952
C 38.3078 22.4620 10.0373
H 33.9334 25.5542 11.8116
H 35.0123 26.2041 12.8335
H 34.7046 24.5642 12.9957
H 36.1207 25.8158 10.4579
H 37.0096 25.4784 11.8662
H 35.5910 22.0360 10.0089
H 34.4308 22.9989 10.9519
H 35.1029 24.7566 8.8180
H 35.6497 23.3470 8.0525
H 34.0726 23.3220 8.4681
H 38.3293 24.6010 10.5485
H 37.4537 24.3136 9.1131
H 39.3841 22.5820 9.9140
H 37.8953 21.9070 9.1947
H 38.0808 21.8449 10.9067
O 25.6027 17.5640 5.3602
C 26.2738 16.6064 5.5231
O 25.8254 15.3514 5.3327
C 26.8163 14.3397 5.5928
C 28.1277 15.1159 5.7541
C 27.6873 16.4890 6.1214
H 26.7877 13.7292 4.6903
H 26.6594 13.7350 6.4860
H 28.6710 15.0303 4.8130
H 28.8348 14.6868 6.4641
H 28.3329 17.2599 5.7006
H 27.6616 16.6149 7.2038
O 23.2130 13.8830 10.7486
C 24.3184 14.3152 10.4710
O 24.8856 14.3116 9.2527
C 26.1608 14.8333 9.3313
C 26.5935 14.7798 10.7807
C 25.2465 14.9347 11.5001
H 26.1840 15.8294 8.8894
H 26.9761 14.3056 8.8364
H 27.3070 15.5652 11.0300
H 27.0789 13.8390 11.0404
H 24.9828 15.9869 11.6070
H 25.2047 14.4695 12.4850
O 29.5649 22.8975 17.8335
C 29.7804 21.9887 17.0204
O 31.0026 21.4335 16.7704
C 30.9386 20.5442 15.6682
C 29.6188 20.7394 15.0548
C 28.7222 21.3060 16.1645
H 31.0111 19.5100 16.0048
H 31.7606 20.7015 14.9699
H 29.3251 19.7362 14.7460
H 29.6700 21.3446 14.1497
H 28.2554 20.4603 16.6695
H 28.0481 21.9815 15.6379
O 19.3289 19.3399 4.7406
C 20.5035 19.5108 4.4489
O 21.5117 18.6365 4.7645
C 22.6556 18.9034 3.9619
C 22.5680 20.4152 3.6392
C 21.0576 20.5813 3.4952
H 22.5828 18.3187 3.0448
H 23.5981 18.6376 4.4406
H 23.0682 20.6407 2.6974
H 23.0577 21.0463 4.3808
H 20.6331 20.3447 2.5195
H 20.7900 21.5711 3.8650
O 24.6580 18.2041 10.5611
C 23.8063 18.0911 9.6685
O 22.8811 17.1129 9.7403
C 21.7521 17.4145 8.8740
C 22.4666 18.1974 7.7602
C 23.5278 18.9575 8.5071
H 21.0015 18.0940 9.2777
H 21.2229 16.5203 8.5447
H 21.9128 18.9702 7.2270
H 22.9275 17.5354 7.0271
H 23.2817 19.9817 8.7872
H 24.4079 18.9435 7.8641
O 23.7957 26.4560 4.0537
C 24.4606 25.4497 4.2447
O 23.9342 24.2410 4.1447
C 24.8607 23.2471 4.4345
C 26.2344 23.8835 4.1297
C 25.9972 25.3329 4.5582
H 24.7012 22.4319 3.7288
H 24.8581 22.8622 5.4543
H 26.4760 23.7275 3.0783
H 27.0062 23.3388 4.6734
H 26.4903 26.1168 3.9833
H 26.0785 25.4236 5.6414
O 28.7237 18.3420 3.4901
C 29.9280 18.0717 3.2687
O 30.8555 19.0753 3.0923
C 32.1446 18.4913 3.0096
C 31.8396 17.0304 2.6003
C 30.5068 16.7719 3.1495
H 32.6432 18.7496 3.9438
H 32.7527 19.0444 2.2939
H 32.4765 16.2340 2.9853
H 31.7336 16.8459 1.5313
H 30.5725 16.3961 4.1706
H 29.8502 16.1216 2.5715
O 25.2890 21.5010 7.6064
C 24.2610 22.1248 7.8766
O 23.2196 21.9330 7.1344
C 22.0204 22.6048 7.5678
C 22.6450 23.6089 8.5606
C 23.9724 23.1633 8.9477
H 21.3343 21.9464 8.1006
H 21.5482 23.0352 6.6846
H 21.9488 23.6405 9.3987
H 22.6866 24.6234 8.1641
H 23.9419 22.6372 9.9018
H 24.7529 23.9071 9.1080
O 29.5107 21.9929 7.7492
C 28.6669 21.1677 7.8696
O 28.0011 21.1024 8.9892
C 27.3347 19.8614 9.1963
C 27.6349 19.1831 7.8424
C 28.1179 20.2350 6.8395
H 26.2674 19.9004 9.4143
H 27.8934 19.3569 9.9846
H 26.7232 18.7548 7.4258
H 28.3514 18.3748 7.9890
H 27.1979 20.6828 6.4638
H 28.8484 19.9039 6.1013
```

no.,molecular weight (Da)
1,128.1
2,112.1
3,112.1
4,1626.9